1.
The following is a DFT calculation (ωB97M-V/def2-TZVPD) of a structure of composition C37H40O2OsP2.

Positions of all 82 atoms, in Å:
Os 1.418 -0.937 -5.874
C -1.954 -0.585 -2.199
C -2.478 -0.364 -3.400
C -2.980 0.933 -3.937
C -2.199 2.241 -4.273
C -0.759 2.452 -4.044
C -0.131 1.981 -2.923
C -0.783 1.784 -1.621
C -1.669 0.510 -1.268
C 2.724 -0.028 -4.619
H -1.703 -1.595 -1.872
H -2.289 -1.177 -4.102
H -3.784 1.239 -3.244
H -3.496 0.595 -4.857
H -2.482 2.511 -5.293
H -2.639 2.980 -3.610
H -0.148 2.780 -4.900
H 0.970 2.051 -3.016
H -1.461 2.644 -1.422
H 0.042 1.821 -0.899
H -1.280 0.138 -0.315
H -2.658 0.958 -1.061
H 3.035 -0.729 -3.804
H 2.863 1.030 -4.307
H 3.297 -0.298 -5.610
P -0.530 -1.552 -6.529
P 1.010 0.851 -7.055
C -1.531 -0.088 -6.938
C -0.808 1.010 -7.292
C -0.536 -2.488 -8.111
C -1.492 -2.175 -9.096
C -1.510 -2.948 -10.261
C -0.586 -3.987 -10.383
C 0.325 -4.343 -9.385
C 0.344 -3.578 -8.214
C -1.405 -2.886 -5.581
C -0.703 -3.563 -4.584
C -1.400 -4.466 -3.755
C -2.800 -4.528 -3.858
C -3.511 -3.717 -4.742
C -2.804 -2.953 -5.675
C 1.777 0.959 -8.745
C 1.660 -0.160 -9.588
C 2.264 -0.174 -10.853
C 3.030 0.927 -11.279
C 3.160 2.047 -10.451
C 2.493 2.070 -9.222
C 1.676 2.532 -6.566
C 3.040 2.578 -6.223
C 3.584 3.674 -5.548
C 2.762 4.787 -5.307
C 1.458 4.846 -5.825
C 0.938 3.731 -6.519
H -2.618 -0.185 -6.901
H -1.231 1.886 -7.801
H -2.234 -1.383 -8.900
H -2.260 -2.710 -11.017
H -0.585 -4.564 -11.289
H 1.006 -5.194 -9.467
H 0.975 -3.826 -7.340
H 0.356 -3.326 -4.481
H -0.881 -5.031 -2.962
H -3.356 -5.182 -3.196
H -4.601 -3.734 -4.775
H -3.317 -2.307 -6.388
H 1.059 -1.025 -9.268
H 2.131 -1.034 -11.520
H 3.524 0.927 -12.252
H 3.746 2.930 -10.749
H 2.530 2.992 -8.646
H 3.662 1.706 -6.458
H 4.629 3.652 -5.200
H 3.147 5.619 -4.717
H 0.850 5.756 -5.701
H -0.080 3.746 -6.925
C 1.444 -0.436 -0.578
O 1.373 0.011 -2.005
C 1.063 -0.798 -3.081
O 0.554 -1.869 -2.831
H 1.104 -1.461 -0.452
H 0.864 0.253 0.041
H 2.493 -0.364 -0.251

LUMO (alpha / beta) = -6.072 / -9.610 eV
spin multiplicity = 5
highest occupied orbital energy (alpha / beta) = -12.81 / -13.77 eV
net charge = +2
energy relative to the best compared isomer or geometry (same formula, charge and spin) = 455.71 kJ/mol
Kohn-Sham gap (alpha / beta) = 6.73 / 4.16 eV

***

2.
The following is a DFT calculation (ωB97M-V/def2-TZVPD) of the ion C4H7NO4P with charge -1.

Positions of all 17 atoms, in Å:
C -0.815 0.501 -0.646
C -1.137 -0.749 0.077
C -1.421 -0.332 1.527
C 0.508 1.098 -0.777
N -0.440 0.377 2.199
O 2.475 0.074 0.563
O 1.304 -1.507 -0.987
O -1.687 1.249 -1.067
O 2.698 0.340 -2.056
P 1.796 -0.145 -0.725
H -2.028 -1.261 -0.359
H -0.332 -1.419 0.148
H -2.382 0.272 1.633
H -1.652 -1.277 2.174
H 0.595 2.101 -0.844
H 0.472 0.196 1.810
H 2.047 0.481 -2.670

LUMO (alpha / beta) = 2.517 / 3.063 eV
highest occupied orbital energy (alpha / beta) = -5.59 / -5.07 eV
net charge = -1
energy relative to the best compared isomer or geometry (same formula, charge and spin) = 314.54 kJ/mol
Kohn-Sham gap (alpha / beta) = 8.11 / 8.13 eV

***

3.
The following is a DFT calculation (ωB97M-V/def2-TZVPD) of a cluster of 7 separate species, C15H15Cl15N2 in total.

Positions of all 47 atoms, in Å:
Cl -7.407 11.754 5.239
C -6.118 11.101 6.251
Cl -5.617 9.503 5.645
Cl -6.634 10.942 7.952
H -5.307 11.815 6.268
Cl 0.481 12.820 2.528
C 1.706 12.801 3.800
Cl 2.439 14.407 3.967
Cl 2.951 11.596 3.429
H 1.253 12.548 4.747
Cl -0.012 17.022 7.470
C -1.774 16.903 7.457
Cl -2.463 15.872 8.719
Cl -2.287 16.367 5.856
H -2.193 17.866 7.719
Cl -3.662 14.172 12.440
C -3.385 12.449 12.373
Cl -2.633 11.795 13.857
Cl -2.461 12.013 10.964
H -4.333 11.937 12.259
Cl -1.002 12.964 6.136
C -1.503 12.464 7.760
Cl -0.186 11.598 8.597
Cl -2.902 11.402 7.663
H -1.661 13.365 8.339
C -1.678 8.614 11.553
C -2.866 8.177 12.128
C -3.840 7.631 11.291
N -3.674 7.474 9.970
C -2.578 8.000 9.433
C -1.569 8.626 10.175
H -0.914 8.971 12.229
H -3.002 8.269 13.196
H -4.741 7.111 11.599
H -2.456 7.977 8.356
H -0.769 9.070 9.611
C 1.487 9.360 10.951
C 1.927 8.913 12.177
C 2.867 7.879 12.166
N 3.409 7.391 11.056
C 2.973 7.875 9.888
C 1.966 8.824 9.765
H 0.771 10.178 10.954
H 1.424 9.235 13.077
H 3.107 7.465 13.139
H 3.489 7.467 9.028
H 1.767 9.244 8.788

LUMO = 0.209 eV
highest occupied orbital energy = -9.61 eV
net charge = 0
energy relative to the best compared isomer or geometry (same formula, charge and spin) = 71.85 kJ/mol
Kohn-Sham gap = 9.82 eV

***

4.
The following is a DFT calculation (ωB97M-V/def2-TZVPD) of a structure of composition C39H64HgN2P3Si.

Positions of all 110 atoms, in Å:
Hg -1.624 1.211 0.497
C 4.309 2.856 3.199
C 3.327 1.689 3.304
C 4.111 0.378 3.408
P 1.934 1.424 2.067
C 1.045 3.066 1.966
C 0.420 3.323 3.341
C 1.719 4.325 1.426
C 2.766 1.213 0.429
C 3.810 2.029 -0.014
C 4.422 1.817 -1.243
C 4.006 0.769 -2.049
C 2.963 -0.046 -1.632
C 2.321 0.153 -0.404
Si 0.787 -0.897 0.006
C 1.186 -2.080 1.439
C 2.514 -2.459 1.651
C 2.871 -3.264 2.723
C 1.899 -3.676 3.622
C 0.569 -3.341 3.405
C 0.192 -2.571 2.302
P -1.537 -2.268 1.762
C -2.240 -4.003 1.618
C -1.653 -4.599 0.331
C -2.093 -5.021 2.748
C -2.419 -1.434 3.182
C -2.361 -1.971 4.609
C -3.873 -1.234 2.743
C 0.458 -2.041 -1.492
C 1.001 -3.333 -1.459
C 0.792 -4.236 -2.490
C 0.021 -3.865 -3.582
C -0.529 -2.595 -3.636
C -0.316 -1.671 -2.610
P -1.066 0.011 -2.642
C -2.876 -0.395 -2.843
C -3.672 0.912 -2.792
C -3.336 -1.344 -1.735
C -0.612 0.702 -4.343
C -1.477 0.330 -5.545
C 0.866 0.432 -4.629
H 4.861 2.933 4.141
H 3.823 3.814 3.029
H 5.044 2.686 2.411
H 2.765 1.808 4.236
H 4.552 0.116 2.442
H 3.465 -0.439 3.720
H 4.922 0.476 4.136
H 0.237 2.819 1.274
H 1.186 3.567 4.083
H -0.125 2.441 3.687
H -0.285 4.157 3.294
H 2.441 4.746 2.124
H 0.952 5.089 1.262
H 2.219 4.152 0.472
H 4.155 2.848 0.600
H 5.227 2.467 -1.566
H 4.488 0.588 -3.002
H 2.648 -0.867 -2.268
H 3.285 -2.112 0.967
H 3.907 -3.549 2.871
H 2.169 -4.274 4.484
H -0.176 -3.704 4.097
H -3.306 -3.819 1.453
H -0.576 -4.756 0.445
H -1.802 -3.937 -0.523
H -2.115 -5.565 0.108
H -1.058 -5.354 2.836
H -2.702 -5.899 2.515
H -2.420 -4.640 3.714
H -1.933 -0.452 3.175
H -2.925 -2.898 4.715
H -2.814 -1.237 5.281
H -1.339 -2.132 4.951
H -4.411 -2.186 2.723
H -3.927 -0.785 1.749
H -4.392 -0.570 3.439
H 1.592 -3.638 -0.602
H 1.225 -5.228 -2.439
H -0.156 -4.566 -4.390
H -1.134 -2.322 -4.493
H -3.021 -0.878 -3.812
H -3.536 1.394 -1.819
H -4.738 0.719 -2.934
H -3.348 1.619 -3.562
H -3.080 -0.945 -0.748
H -2.870 -2.323 -1.833
H -4.422 -1.477 -1.779
H -0.715 1.783 -4.193
H -1.440 -0.738 -5.763
H -1.103 0.856 -6.428
H -2.520 0.619 -5.410
H 1.037 -0.629 -4.821
H 1.492 0.726 -3.784
H 1.194 0.994 -5.507
N 0.302 2.823 -1.484
C 0.074 4.071 -2.211
C -1.420 4.288 -2.439
C -2.186 4.770 -1.193
N -3.182 3.784 -0.753
H 1.288 2.686 -1.287
H 0.010 2.029 -2.046
H 0.594 4.104 -3.177
H 0.469 4.893 -1.610
H -1.857 3.337 -2.768
H -1.544 5.006 -3.252
H -2.639 5.743 -1.410
H -1.484 4.912 -0.368
H -3.880 3.650 -1.475
H -3.663 4.108 0.075

LUMO (alpha / beta) = 0.775 / -0.409 eV
spin multiplicity = 2
highest occupied orbital energy (alpha / beta) = -5.91 / -6.97 eV
net charge = 0
Kohn-Sham gap (alpha / beta) = 6.68 / 6.56 eV

***

5.
The following is a DFT calculation (ωB97M-V/def2-TZVPD) of a structure of composition C16H13B2Cl2F7N4O2S3V.

Positions of all 50 atoms, in Å:
V -0.107 -0.685 -0.201
C -3.722 0.209 2.015
N -2.559 0.071 2.869
C -2.516 -0.641 4.048
C -1.266 -0.500 4.531
N -0.542 0.297 3.668
B 0.900 0.764 4.122
N 1.653 1.469 2.972
C 1.836 2.834 2.918
C 2.343 3.149 1.709
N 2.478 1.959 1.021
C 2.882 1.839 -0.363
C 2.036 0.937 1.793
S 1.991 -0.712 1.340
C -1.333 0.618 2.626
S -0.983 1.496 1.191
H -4.614 0.155 2.640
H -3.745 -0.579 1.264
H -3.675 1.176 1.519
H -3.359 -1.210 4.400
H -0.806 -0.912 5.412
H 0.767 1.598 5.001
H 1.479 -0.215 4.528
H 1.553 3.458 3.746
H 2.600 4.094 1.264
H 3.656 2.576 -0.574
H 2.027 1.993 -1.024
H 3.264 0.836 -0.521
F 2.877 -1.572 -6.940
C 2.312 -1.809 -5.740
C 2.462 -0.916 -4.700
F 3.193 0.197 -4.889
C 1.882 -1.173 -3.472
F 2.108 -0.279 -2.507
C 1.124 -2.315 -3.204
S 0.389 -2.675 -1.669
C 1.004 -3.193 -4.288
F 0.306 -4.331 -4.157
C 1.575 -2.957 -5.522
F 1.421 -3.843 -6.526
Cl -3.508 -0.787 -2.451
C -3.046 0.769 -1.732
Cl -4.356 1.965 -1.978
C -1.673 1.232 -2.304
O -1.622 2.106 -3.150
O -0.719 0.573 -1.780
H -2.957 0.625 -0.662
F -0.955 -2.912 2.064
B -1.378 -2.195 0.979
F -2.679 -2.582 0.717

LUMO (alpha / beta) = 4.609 / 4.612 eV
spin multiplicity = 4
highest occupied orbital energy (alpha / beta) = -1.19 / -2.02 eV
net charge = -2
energy relative to the best compared isomer or geometry (same formula, charge and spin) = 30.44 kJ/mol
Kohn-Sham gap (alpha / beta) = 5.80 / 6.63 eV

***

6.
The following is a DFT calculation (ωB97M-V/def2-TZVPD) of a structure of composition C30H46AuBCl2N7PS3.

Positions of all 91 atoms, in Å:
Au -1.436 0.443 0.620
C -0.567 4.613 1.312
C 0.920 4.428 1.012
C 1.273 4.930 -0.389
C 1.723 5.237 2.028
N 1.308 2.990 1.120
C 2.293 2.501 1.970
C 2.541 1.232 1.596
N 1.729 0.911 0.528
B 2.269 -0.212 -0.488
N 2.130 0.329 -1.924
C 2.649 1.586 -2.173
C 2.290 1.958 -3.410
N 1.562 0.917 -3.960
C 1.494 -0.113 -3.048
S 0.869 -1.655 -3.320
C 0.882 0.975 -5.282
C -0.625 0.824 -5.073
C 1.144 2.339 -5.920
C 1.440 -0.102 -6.215
N 1.857 -1.687 -0.252
C 2.912 -2.581 -0.340
C 2.423 -3.824 -0.422
N 1.042 -3.726 -0.374
C 0.703 -2.408 -0.273
S -0.919 -1.885 -0.145
C 0.127 -4.890 -0.573
C -0.755 -5.078 0.660
C -0.693 -4.690 -1.848
C 0.963 -6.158 -0.750
C 0.945 1.982 0.277
S -0.376 2.027 -0.843
H -0.844 5.649 1.114
H -0.771 4.402 2.362
H -1.168 3.962 0.681
H 1.105 6.007 -0.436
H 0.667 4.447 -1.152
H 2.325 4.736 -0.604
H 1.439 6.283 1.920
H 2.797 5.163 1.854
H 1.504 4.938 3.055
H 2.741 3.087 2.747
H 3.256 0.529 1.982
H 3.449 -0.199 -0.227
H 3.240 2.108 -1.440
H 2.513 2.863 -3.940
H -0.995 1.633 -4.440
H -0.857 -0.127 -4.599
H -1.131 0.874 -6.039
H 0.733 3.154 -5.323
H 0.651 2.353 -6.891
H 2.208 2.516 -6.087
H 1.199 -1.097 -5.854
H 2.526 -0.011 -6.286
H 1.016 0.036 -7.211
H 3.930 -2.243 -0.353
H 2.944 -4.756 -0.494
H -1.409 -4.226 0.821
H -0.133 -5.211 1.548
H -1.364 -5.975 0.528
H -1.324 -3.808 -1.792
H -1.322 -5.570 -1.999
H -0.028 -4.582 -2.706
H 1.567 -6.379 0.132
H 1.608 -6.101 -1.627
H 0.275 -6.990 -0.897
Cl -4.997 -1.831 2.274
C -3.451 -2.334 2.881
C -3.302 -3.641 3.309
C -2.078 -4.063 3.802
C -1.013 -3.181 3.844
C -1.185 -1.878 3.408
Cl 0.197 -0.828 3.403
C -2.408 -1.399 2.926
N -2.616 -0.113 2.437
H -4.145 -4.315 3.251
H -1.951 -5.083 4.137
H -0.042 -3.496 4.199
C -1.439 2.103 3.945
P -2.862 1.201 3.291
C -3.877 0.844 4.739
C -3.759 2.376 2.262
H -1.767 3.098 4.253
H -0.691 2.186 3.156
H -1.011 1.581 4.799
H -4.041 1.744 5.332
H -3.372 0.097 5.353
H -4.833 0.439 4.408
H -4.517 2.889 2.856
H -4.233 1.821 1.455
H -3.072 3.103 1.835

LUMO = 0.337 eV
highest occupied orbital energy = -6.31 eV
net charge = 0
energy relative to the best compared isomer or geometry (same formula, charge and spin) = 0.00 kJ/mol
Kohn-Sham gap = 6.65 eV

***

Number 1: largest force on an atom 5.461 eV Å⁻¹. Number 2: largest force on an atom 5.387 eV Å⁻¹. Number 3: largest force on an atom 1.247 eV Å⁻¹. Number 4: largest force on an atom 0.630 eV Å⁻¹. Number 5: largest force on an atom 0.470 eV Å⁻¹. Number 6: largest force on an atom 0.652 eV Å⁻¹.